Entry 1:
Below is a structure of composition C42H65BIrN8O3PS8, with properties calculated with the ωB97M-V functional and the def2-TZVPD basis.

Geometry as XYZ:
```
129
Properties=species:S:1:pos:R:3:lowdin_charge:R:1
Ir -0.8052 -0.1060 -0.2899 0.56
C -0.8759 2.4026 5.5972 -0.05
C -1.1675 2.3415 4.0986 -0.54
C -1.9486 1.0687 3.8082 -0.06
C -1.9479 3.5862 3.6865 -0.03
N 0.1309 2.3323 3.3531 0.02
C 1.3687 2.4921 3.9411 -0.03
C 2.2816 2.5163 2.9489 -0.04
N 1.6088 2.3939 1.7588 0.03
B 2.4018 2.2793 0.4436 -0.57
N 1.6360 2.8041 -0.8039 0.03
C 1.6089 4.1584 -1.0498 -0.04
C 1.1142 4.3453 -2.2878 -0.04
N 0.8371 3.0956 -2.8170 0.02
C 1.1248 2.1727 -1.8652 -0.59
S 0.8262 0.4726 -1.8980 0.73
C 0.4763 2.9495 -4.2700 -0.53
C 0.5503 1.5149 -4.7793 -0.09
C -0.9359 3.4794 -4.4860 -0.02
C 1.4855 3.7907 -5.0617 -0.03
N 3.0106 0.8526 0.3100 0.03
C 4.2874 0.6920 -0.1716 -0.04
C 4.5986 -0.6150 -0.0905 -0.04
N 3.5031 -1.2681 0.4397 0.02
C 2.5176 -0.3612 0.6323 -0.60
S 0.9392 -0.6367 1.2928 0.61
C 3.5844 -2.7511 0.6756 -0.53
C 3.7490 -3.4083 -0.6891 -0.02
C 4.8078 -2.9935 1.5631 -0.03
C 2.3628 -3.3503 1.3611 -0.08
C 0.3002 2.2539 2.0129 -0.63
S -0.9496 2.0421 0.8307 0.70
H -1.8294 2.3501 6.1195 0.09
H -0.3886 3.3321 5.8921 0.08
H -0.2716 1.5572 5.9254 0.09
H -2.8212 1.0448 4.4619 0.09
H -1.3436 0.1833 4.0053 0.09
H -2.2873 1.0127 2.7800 0.01
H -2.8993 3.6052 4.2179 0.09
H -2.1512 3.5744 2.6173 0.04
H -1.3932 4.4919 3.9362 0.09
H 1.5062 2.5736 4.9987 0.11
H 3.3483 2.6234 2.9867 0.12
H 3.3472 3.0228 0.5514 0.12
H 1.9493 4.8701 -0.3227 0.13
H 0.9435 5.2516 -2.8329 0.12
H -0.2012 0.8702 -4.3319 0.03
H 1.5288 1.0676 -4.6125 0.08
H 0.3668 1.5550 -5.8533 0.09
H -1.6715 2.8260 -4.0151 0.06
H -1.1493 3.4913 -5.5548 0.10
H -1.0568 4.4921 -4.1016 0.09
H 2.5062 3.5261 -4.7870 0.10
H 1.3529 4.8608 -4.9135 0.08
H 1.3520 3.5872 -6.1232 0.09
H 4.8751 1.5295 -0.4954 0.12
H 5.5046 -1.1255 -0.3471 0.12
H 4.6425 -3.0654 -1.2106 0.08
H 2.8790 -3.1875 -1.3028 0.07
H 3.8160 -4.4890 -0.5698 0.10
H 5.7445 -2.7497 1.0648 0.07
H 4.8424 -4.0481 1.8315 0.09
H 4.7400 -2.4086 2.4804 0.09
H 1.4652 -3.2687 0.7544 0.07
H 2.1643 -2.8990 2.3297 0.07
H 2.5888 -4.4073 1.5074 0.09
C -6.3918 -0.5936 3.5945 -0.07
C -5.8839 -0.1219 2.2506 -0.30
O -4.4916 -0.4361 2.1248 -0.37
P -3.9678 -1.5612 1.0907 -0.04
S -1.9496 -1.4494 1.2988 0.34
S -4.8564 -1.4781 -0.6326 0.40
O -4.3913 -2.9487 1.7876 -0.34
C -3.8696 -3.3395 3.0675 -0.31
C -2.8572 -4.4520 2.9177 -0.08
H -7.4334 -0.2990 3.7255 0.08
H -5.8056 -0.1604 4.4047 0.08
H -6.3311 -1.6787 3.6677 0.07
H -5.9630 0.9628 2.1553 0.11
H -6.4417 -0.5751 1.4279 0.08
H -4.7334 -3.6832 3.6422 0.11
H -3.4464 -2.4711 3.5774 0.10
H -3.2844 -5.2764 2.3483 0.07
H -2.5745 -4.8245 3.9036 0.08
H -1.9630 -4.1013 2.4072 0.04
O -1.4577 -1.5581 -1.6273 -0.43
C -1.3701 -2.4544 -2.6615 -0.58
C -1.7552 -1.7656 -3.9789 -0.46
C -2.9142 -1.0831 -4.2109 -0.18
C -3.0161 -0.5721 -5.5307 -0.18
C -1.9325 -0.8983 -6.2902 -0.42
S -0.7953 -1.8132 -5.4049 1.08
C -0.0303 -3.1540 -2.9117 -0.47
C 1.1771 -2.5882 -3.2089 -0.21
C 2.1415 -3.5328 -3.6503 -0.21
C 1.6551 -4.8040 -3.6538 -0.41
S 0.0322 -4.8582 -3.1347 1.08
C -2.4100 -3.5311 -2.3411 -0.53
C -2.4584 -4.2371 -1.1757 -0.17
C -3.5181 -5.1776 -1.1395 -0.18
C -4.2530 -5.1718 -2.2863 -0.41
S -3.6681 -4.0186 -3.4003 1.05
H -3.6917 -0.9916 -3.4667 0.08
H -3.8616 -0.0101 -5.8981 0.10
H -1.7516 -0.6585 -7.3238 0.06
H 1.3451 -1.5217 -3.1791 0.03
H 3.1437 -3.2770 -3.9612 0.10
H 2.1684 -5.7079 -3.9329 0.06
H -1.7684 -4.0550 -0.3653 0.10
H -3.7369 -5.8119 -0.2951 0.10
H -5.1188 -5.7643 -2.5241 0.06
C -4.6967 1.8209 -2.7310 -0.04
C -4.2213 2.4028 -1.3999 -0.62
C -5.4152 2.6236 -0.4729 -0.04
C -3.4899 3.7241 -1.6149 -0.04
N -3.3357 1.5099 -0.6435 -0.10
N -2.3342 0.8151 -1.3916 -0.13
H -5.4716 2.4545 -3.1635 0.09
H -5.1125 0.8224 -2.5862 0.06
H -3.8820 1.7570 -3.4554 0.06
H -6.1134 3.3323 -0.9180 0.09
H -5.0783 3.0176 0.4858 0.09
H -5.9423 1.6847 -0.2970 0.07
H -4.1437 4.4515 -2.0974 0.09
H -2.6125 3.5970 -2.2508 0.05
H -3.1524 4.1211 -0.6584 0.08
H -3.8790 0.7661 -0.2106 0.01
H -1.8812 1.4495 -2.0465 0.07
H -2.6994 -0.0015 -1.9009 0.04
```

Computed properties:
- E_LUMO (eV) = 0.36



Entry 2:
Below is a structure of composition C42H65F3N3OsPSbSi3, with properties calculated with the ωB97M-V functional and the def2-TZVPD basis.

Geometry as XYZ:
```
119
Properties=species:S:1:pos:R:3:mulliken_spin:R:1
Os 0.7105 -0.6049 1.9647 1.67
C -1.8684 2.2622 -0.4603 0.04
Sb -0.1881 0.8250 -0.1819 -0.04
C 0.3012 1.3582 2.2865 0.18
C 1.0432 2.5675 1.9986 0.02
C 1.6232 2.8125 0.6837 0.02
C 1.5184 4.1341 0.1410 -0.04
C 1.0935 5.1795 0.9792 0.07
C 0.8920 4.8584 2.3073 -0.01
N 0.9101 3.6197 2.8427 0.05
Si -1.0641 1.8357 3.5346 0.00
C -2.0090 3.5056 3.4216 0.00
C -2.3281 0.4489 3.3315 -0.04
C -0.2721 1.9310 5.1801 0.02
C -1.5205 1.6573 -4.3828 0.72
C -0.2813 0.9391 -4.0635 0.14
C 0.5774 0.5985 -5.2044 0.24
C 1.8905 0.2356 -5.0670 -0.01
C 2.4399 0.1181 -3.7940 0.17
C 1.5992 0.4144 -2.6857 0.08
N 0.3090 0.8246 -2.7845 0.17
Si -2.9801 0.6546 -5.0368 0.10
C -4.2720 1.7753 -6.0079 0.00
C -2.3556 -0.7572 -6.1189 0.05
C -3.8757 -0.3473 -3.6643 0.05
Si -1.6115 3.4947 -4.7731 0.08
C -0.9678 4.1153 -6.3945 0.04
C -3.2709 4.2861 -4.2743 0.02
C -0.3019 4.2990 -3.6622 0.07
H -2.7651 1.8081 0.0010 0.00
H -1.9691 2.4990 -1.5180 0.02
H -1.6468 3.1454 0.1411 0.01
H 2.2828 2.0495 0.2149 0.02
H 1.8244 4.3396 -0.9236 0.00
H 0.8312 6.1965 0.5916 0.00
H 0.6387 5.6713 3.0116 0.00
H -2.5400 3.6405 2.4397 0.00
H -1.3841 4.3394 3.6892 0.00
H -2.8167 3.4371 4.1827 0.00
H -2.7151 0.3366 2.3407 -0.01
H -3.1449 0.5645 4.0065 0.00
H -1.7769 -0.4904 3.5192 0.04
H 0.7323 1.5182 5.2786 0.00
H -0.8676 1.3024 5.8779 0.00
H -0.1481 2.9953 5.5066 0.00
H 0.0673 0.7595 -6.1599 0.02
H 2.5096 0.0894 -5.9546 0.01
H 3.4135 -0.3710 -3.5753 0.00
H 2.0418 0.4422 -1.6997 0.03
H -3.6317 2.6522 -6.3534 0.00
H -5.1309 2.1568 -5.4046 0.00
H -4.6699 1.2345 -6.8524 0.00
H -1.8795 -1.5061 -5.5035 0.00
H -1.6601 -0.5292 -6.9256 0.00
H -3.2385 -1.2663 -6.5639 0.00
H -4.7231 0.1577 -3.2933 0.00
H -3.2263 -0.5506 -2.8360 -0.01
H -4.3436 -1.2802 -4.0633 0.01
H -1.7100 4.0127 -7.1856 0.00
H -0.0817 3.5729 -6.7341 0.00
H -0.7771 5.2061 -6.2411 0.01
H -4.0125 3.6475 -3.7500 0.00
H -3.8140 4.7882 -5.1236 0.00
H -2.9896 5.0668 -3.5669 0.00
H 0.7031 4.0437 -4.0778 0.00
H -0.3300 4.0267 -2.5935 -0.01
H -0.3845 5.3554 -3.7626 0.01
F 7.5063 0.0492 2.3202 0.00
C 6.6846 0.1387 3.4087 0.00
F 6.9984 -0.9541 4.2180 0.00
F 7.1357 1.2624 4.1166 0.00
C 5.2547 0.2419 2.9763 0.04
C 4.8275 -0.1317 1.6387 -0.02
C 3.5035 -0.3615 1.4290 0.06
N 2.5975 -0.1889 2.4456 -0.10
C 2.9541 0.2899 3.7084 0.02
C 4.2868 0.5265 3.9567 -0.01
H 5.5643 -0.3233 0.8476 0.00
H 3.1113 -0.7769 0.4808 -0.04
H 2.1013 0.5517 4.3787 0.01
H 4.7191 0.9458 4.9077 0.00
C -1.3248 -5.1312 2.5729 0.00
C -1.5517 -3.6038 2.5621 0.00
C -2.8942 -3.2743 1.8231 0.00
C -1.5958 -3.2463 4.0674 0.03
P -0.0789 -2.7579 1.6763 -0.14
C 1.3136 -3.4579 2.6711 0.00
C 1.5629 -2.9736 3.9829 0.07
C 2.5373 -3.5576 4.7904 0.00
C 3.3440 -4.5953 4.3400 0.02
C 3.0953 -5.1169 3.0785 0.00
C 2.0971 -4.5766 2.3130 0.02
C -0.0178 -3.2916 -0.1514 0.01
C -1.0374 -2.4468 -0.9850 0.03
C 1.3937 -3.1141 -0.6984 -0.02
C -0.5488 -4.6936 -0.4853 0.01
H -2.1482 -5.6196 3.1507 0.00
H -0.3972 -5.4147 3.1201 0.00
H -1.4985 -5.6113 1.5848 0.00
H -3.6632 -3.9137 2.2852 0.00
H -2.9237 -3.4296 0.7503 0.00
H -3.2049 -2.2263 1.9313 0.00
H -2.4124 -3.7472 4.6008 0.00
H -1.7879 -2.1437 4.1904 0.01
H -0.6368 -3.4801 4.5879 0.01
H 1.1378 -2.0276 4.3009 0.00
H 2.6275 -3.1236 5.7704 0.00
H 4.1521 -4.9843 4.9537 0.00
H 3.7646 -5.8334 2.6091 0.00
H 1.8016 -5.0448 1.3920 0.00
H -0.9196 -1.3558 -0.7867 -0.02
H -2.0825 -2.6964 -0.7530 0.00
H -0.9216 -2.6360 -2.0588 0.00
H 1.6639 -2.0442 -0.7209 -0.01
H 1.4016 -3.4896 -1.7164 0.00
H 2.1195 -3.5799 -0.0627 0.00
H -1.6216 -4.8098 -0.3148 0.00
H -0.0223 -5.4566 0.1204 0.00
H -0.3760 -4.8675 -1.5794 0.00
```

Computed properties:
- spin multiplicity = 5
- E_LUMO (alpha / beta) (eV) = -9.19 / -11.96
- charge = +3
- expectation value of S² = 6.10



Entry 3:
Below is a structure of composition C42H66As3ClN9O2ReS, with properties calculated with the ωB97M-V functional and the def2-TZVPD basis.

Geometry as XYZ:
```
125
Properties=species:S:1:pos:R:3:mulliken_spin:R:1
Re 0.4484 -0.3912 0.0533 2.48
N 2.5176 -1.6255 3.7590 -0.01
C 1.6976 -1.3565 2.7298 0.06
S 2.4289 -0.5224 1.3537 0.11
N 0.4520 -1.7214 2.8278 0.01
N -0.2980 -1.4564 1.7109 -0.06
C -1.5213 -1.8916 1.6858 0.00
C -2.1494 -2.6799 2.7679 0.03
C -2.5724 -3.9812 2.5054 0.01
C -3.1609 -4.7362 3.5088 0.00
C -3.3492 -4.1867 4.7682 0.01
C -2.9369 -2.8867 5.0305 0.00
C -2.3278 -2.1383 4.0374 0.01
C -2.2489 -1.5739 0.4500 0.06
C -3.5691 -1.9341 0.2331 0.02
C -4.1581 -1.6434 -0.9892 0.01
C -3.4146 -0.9994 -1.9641 0.01
C -2.1123 -0.6343 -1.6781 0.06
N -1.5416 -0.9027 -0.4977 0.03
H 3.4969 -1.4116 3.7077 0.00
H 2.1753 -2.1832 4.5252 0.00
H -2.4314 -4.4121 1.5206 0.00
H -3.4752 -5.7507 3.3057 0.00
H -3.8180 -4.7720 5.5474 0.00
H -3.0877 -2.4609 6.0132 0.00
H -1.9917 -1.1307 4.2495 0.00
H -4.1184 -2.4400 1.0132 0.00
H -5.1856 -1.9248 -1.1768 0.00
H -3.8330 -0.7655 -2.9327 0.00
H -1.5080 -0.0926 -2.3900 -0.03
C 1.5434 -3.9601 0.3447 0.01
As 1.0964 -2.6372 -0.9966 0.00
C -0.3024 -3.5520 -1.9787 0.00
C 2.6776 -2.6898 -2.1307 0.02
C 2.8392 -1.6269 -3.2349 -0.02
C 1.5586 -1.5290 -4.0630 0.01
C 3.2305 -0.2694 -2.6368 0.02
As 1.8850 0.8088 -1.7205 -0.03
C 1.0236 1.7975 -3.1476 0.02
C 3.0375 2.1652 -0.9451 0.02
C 3.9995 -2.1353 -4.1194 0.00
As 4.9057 -1.1613 -5.6168 0.00
C 3.5963 0.1577 -6.2620 0.00
C 6.0366 0.0816 -4.5932 0.00
H 1.7725 -4.9056 -0.1458 0.00
H 0.7032 -4.1002 1.0239 0.00
H 2.4143 -3.6274 0.9067 0.00
H 0.1052 -4.4695 -2.4019 0.00
H -0.6958 -2.9322 -2.7801 0.00
H -1.1065 -3.8093 -1.2887 0.00
H 2.6660 -3.6853 -2.5833 0.00
H 3.5315 -2.6622 -1.4484 0.00
H 0.7069 -1.2017 -3.4551 0.00
H 1.3055 -2.5005 -4.4920 0.00
H 1.6704 -0.8239 -4.8841 0.00
H 3.5813 0.3847 -3.4350 0.00
H 4.0630 -0.3848 -1.9368 0.00
H 1.8007 2.2664 -3.7509 0.00
H 0.3637 2.5454 -2.7159 0.00
H 0.4358 1.1264 -3.7690 0.00
H 3.7125 2.5437 -1.7127 0.00
H 3.6216 1.7214 -0.1402 0.00
H 2.4445 2.9896 -0.5527 0.00
H 3.6750 -3.0753 -4.5740 0.00
H 4.8456 -2.3995 -3.4756 0.00
H 2.7976 -0.3340 -6.8152 0.00
H 4.1380 0.7903 -6.9656 0.00
H 3.1718 0.8005 -5.4899 0.00
H 6.6050 -0.4750 -3.8480 0.00
H 5.4931 0.8921 -4.1082 0.00
H 6.7496 0.5211 -5.2896 0.00
C -3.8321 2.1704 0.2733 0.00
N -3.9130 2.7348 -1.0568 0.00
C -2.8673 2.7152 -1.9229 0.00
N -3.0776 3.3150 -3.1226 0.00
O -1.8010 2.1434 -1.6592 0.00
H -4.7222 1.5800 0.4890 0.00
H -3.7319 2.9478 1.0345 0.00
H -2.9578 1.5233 0.3122 0.00
H -4.7299 3.2724 -1.2924 0.00
H -3.8860 3.8822 -3.3089 0.00
H -2.2911 3.4125 -3.7390 0.00
C -0.1660 6.0678 6.3449 0.00
C -1.1105 5.3438 5.3716 0.00
C -2.4081 5.0187 6.1201 0.00
C -1.4217 6.3097 4.2169 0.00
C -0.4373 4.0336 4.8245 0.00
O 0.7153 4.3411 4.0475 0.00
C -0.0227 3.1028 5.9728 0.00
C 0.9116 1.9519 5.5518 0.00
C 2.2755 2.4138 5.1923 0.00
C 2.7828 2.2764 3.8665 0.01
C 4.0397 2.6848 3.5549 -0.01
C 4.8474 3.2611 4.5695 0.00
Cl 6.3930 3.7737 4.2030 0.00
C 4.3654 3.4076 5.9003 0.00
C 3.1070 2.9868 6.1942 0.00
C -1.4340 3.3141 3.8691 0.00
N -0.8638 2.7504 2.6508 0.01
C -0.6061 1.4866 2.3427 0.00
N -0.1735 1.4175 1.0858 0.11
C -0.1987 2.7191 0.6692 0.01
N -0.6153 3.5461 1.5872 0.00
H -0.5818 7.0462 6.5804 0.00
H 0.8300 6.2582 5.9303 0.00
H -0.0475 5.5410 7.2915 0.00
H -2.8548 5.9462 6.4784 0.00
H -2.2409 4.3871 6.9935 0.00
H -3.1512 4.5392 5.4802 0.00
H -1.7130 7.2738 4.6321 0.00
H -2.2555 5.9810 3.5968 0.00
H -0.5619 6.4697 3.5670 0.00
H 1.1849 5.0689 4.4748 0.00
H -0.9064 2.6808 6.4519 0.00
H 0.4858 3.6868 6.7404 0.00
H 0.4944 1.3582 4.7383 0.00
H 0.9990 1.2827 6.4153 0.00
H 2.1483 1.8511 3.0979 0.00
H 4.4360 2.5907 2.5538 0.00
H 5.0105 3.8402 6.6529 0.00
H 2.7356 3.0772 7.2071 0.00
H -2.1771 4.0206 3.5172 0.00
H -1.9546 2.5087 4.3863 0.00
H -0.7331 0.6539 3.0155 0.02
H 0.0510 3.0262 -0.3293 -0.01
```

Computed properties:
- spin multiplicity = 4
- relative energy (zero: lowest compared OMol25 entry of this formula, charge and spin) (eV) = 0.1817
- E_LUMO (alpha / beta) (eV) = -8.80 / -10.25
- charge = +3
- expectation value of S² = 3.78



Computed max |F| (eV/A) in order:
1.72 3.98 2.33